A.
101
Properties=species:S:1:pos:R:3 method="wB97M-V/def2-TZVPD" homo_lumo_gap_ev=6.965 lumo_ev=-0.45
O 2.6117 1.8046 -3.3812
O -1.9374 -1.2139 -4.6760
O 0.5622 -3.6434 0.8063
O 1.4749 0.2243 -0.3154
O 1.3629 0.6337 3.8436
O 5.5382 3.1804 -0.9358
O 3.7873 -1.2808 -1.2005
O 1.8278 3.7620 -0.8009
O -0.6839 3.8507 0.5890
O 2.5435 -3.4341 3.2028
O -3.0748 1.0128 0.6039
O -2.9457 -1.8721 0.1686
O -4.2445 -0.9953 -2.1111
O -3.1545 -1.5848 3.4292
N 3.5616 1.8108 -0.8514
N -5.2700 1.1461 1.6766
N -0.4585 -1.1401 0.0237
N -3.5874 1.8294 2.7984
N 5.5080 0.8418 -1.0021
N -1.0079 -1.7109 -2.5632
N -0.7196 0.9857 -0.3867
N -1.6373 0.3632 -2.8848
C -3.9843 1.3255 1.6373
C 1.1980 1.7619 -3.5842
C 3.6091 -2.1172 -0.0933
C 1.6930 -2.3331 3.3272
C -1.9316 3.9230 -0.0200
C 1.3279 -4.4266 -1.2448
C 2.9531 1.5192 2.3768
C 4.8519 1.9489 -0.8987
C 0.0935 0.0094 -0.2140
C -1.8043 -1.1934 3.2697
C 2.0550 4.9145 -1.5382
C -2.9729 -3.3003 0.4260
C 2.5466 1.4274 3.8466
C 0.1195 -4.2315 -0.4157
C -4.3931 -2.3149 -2.6000
C -1.6254 4.1328 -1.4848
C -1.4732 -0.8135 -3.4043
H -4.8778 -2.9201 -1.8628
H -3.8291 -3.2951 1.0547
H -3.0657 -3.9463 -0.4315
H -1.0790 -2.6748 -2.9054
H 2.5416 -3.9613 3.9997
H 4.1591 -1.7493 0.7701
H 1.5403 -3.6266 -1.9263
H -3.4506 -2.9032 -2.7874
H 1.8729 -1.7574 4.1982
H -1.2158 0.6025 -1.9397
H 1.1665 5.2128 -2.1035
H -1.9702 1.1521 -3.4912
H -0.4032 -3.5247 -1.0038
H 2.2608 -4.5632 -0.6782
H 0.8398 -4.3034 1.4289
H -1.7369 1.0196 -0.0193
H -1.7232 -0.5201 2.4210
H -0.4272 1.9385 -0.6056
H 3.3315 0.9026 4.3547
H -1.3399 -0.7960 4.1156
H -3.4806 -1.8899 2.5598
H -5.0442 -2.3123 -3.4903
H -0.5228 -5.0583 -0.3087
H -3.3569 -0.6332 -2.2438
H 2.9835 -1.4201 -1.7587
H 3.8123 2.1215 2.2696
H 4.0847 -3.0553 -0.3613
H 5.0392 -0.0685 -1.1382
H 1.1971 0.4790 4.7641
H 1.1355 -5.2802 -1.9268
H 2.5472 -2.1782 0.1866
H -5.6835 1.1470 0.7112
H -2.1378 -3.6662 0.9631
H 0.1502 -1.9241 0.2891
H 6.5675 0.9604 -1.1319
H 2.3599 5.7643 -0.9365
H 0.8249 0.9668 -2.8709
H -2.5159 3.0561 0.0722
H 2.3954 2.3843 4.3102
H -1.1790 3.2268 -1.9228
H 0.7676 2.6871 -3.2134
H 2.8139 1.6897 -2.4448
H -2.4588 4.7770 0.4401
H 2.9299 4.8001 -2.1673
H -2.5958 4.2965 -1.8502
H -0.9910 4.9302 -1.6574
H 0.9514 1.4917 -4.6189
H 3.0189 0.9430 -0.5782
H -3.6897 -1.6029 -0.3011
H -4.0851 1.7499 3.6775
H -2.5565 1.9044 2.8571
H -5.8869 1.4543 2.4386
H -0.8313 3.5849 1.5192
H 3.0439 2.6987 -0.6984
H 2.2642 1.9423 1.7143
H 0.9605 3.6980 -0.4001
H -0.6788 -1.4377 -1.6117
H 0.6998 -2.6767 3.4323
H -1.2950 -2.1043 2.9397
H 1.8738 -1.6897 2.4553
H -1.5386 -1.3262 0.0143
H 3.1932 0.4809 2.0099

---

B.
101
Properties=species:S:1:pos:R:3 method="wB97M-V/def2-TZVPD" homo_lumo_gap_ev=8.228 lumo_ev=-0.01
O -0.6837 1.6818 -0.3395
O -2.2887 -4.7462 -2.0885
O -1.8127 -3.5132 -4.3605
O 4.0483 -1.4222 -0.3545
O -2.1287 -0.5072 -3.1285
O -1.5197 2.5388 2.1255
O 1.1293 -1.5502 5.6765
O 3.1113 -1.9672 -4.0295
O 1.3983 -3.1992 0.5055
O -3.2497 5.6058 -1.7135
O 1.3993 1.8308 2.7955
O -4.8437 1.3418 1.2685
O -2.9187 -2.7742 0.5105
O 3.0503 1.5558 -2.8485
N -3.5927 2.5588 3.3275
N -0.4887 -0.6622 -0.9905
N -2.0047 3.6808 4.1565
N 0.4853 -0.0692 0.8345
N -1.5137 3.9998 -1.6115
N 1.9793 -3.0882 -2.2605
N 2.0673 -0.9542 -2.2065
N -2.5157 4.5008 0.2995
C -0.4407 -3.1072 -4.3405
C -2.4507 4.6708 -1.0105
C -2.1087 0.9498 -3.1705
C -2.3477 2.9168 3.1515
C 4.0603 -0.2452 0.3955
C 2.0113 -1.7982 3.6125
C -0.9717 -4.9242 -1.6035
C 4.8873 0.9138 -0.2485
C 2.9663 3.5758 2.0225
C 1.7773 2.1098 -2.4415
C 1.7593 2.6888 1.7755
C -4.1017 1.5658 0.1275
C 0.5943 -4.0492 1.3045
C 2.2013 -1.0352 4.8735
C -0.2547 0.3508 -0.1615
C -3.5237 -1.7692 -0.2825
C 2.3223 -1.9982 -2.8625
H -0.9507 -5.0982 -0.4615
H 1.6733 2.0548 -1.3365
H 1.2673 -0.8492 -1.6035
H 4.7963 1.8468 0.3835
H -2.8517 1.3168 -3.8465
H -4.2727 2.5478 -0.2165
H 2.3273 -0.0752 -2.6755
H 5.8733 0.5478 -0.2815
H 2.1303 0.0548 4.7375
H 3.1973 -1.2012 5.3025
H -2.4537 -0.7382 -3.9975
H -3.0497 -0.8292 -0.2135
H -1.3557 4.2938 -2.6645
H -0.6447 -5.9132 -1.8895
H 1.0253 -1.0162 6.4885
H -2.8097 -5.4772 -1.8155
H -3.9537 1.9848 2.5175
H -2.7567 -2.2912 1.3345
H 4.6103 1.2498 -1.2045
H -0.1677 -2.4732 -5.1825
H -1.2507 3.0388 -1.3395
H 2.2033 -2.7882 3.8975
H 3.0353 0.0838 0.5265
H -1.1587 1.3208 -3.4185
H 0.3353 -3.8782 -4.2195
H -5.7577 1.3438 0.9605
H -3.4727 -1.9992 -1.3195
H 2.3183 -3.3092 0.7755
H 0.9253 3.2638 1.5475
H -0.3787 -1.6362 -0.6955
H 2.8593 4.5378 1.5395
H -2.0867 -3.6342 -3.4705
H -0.4947 -3.8782 1.1915
H 3.4743 -1.1982 -1.1075
H -4.4647 0.9488 -0.7115
H 2.1243 -4.0342 -2.7195
H 0.7113 0.6178 1.5795
H 2.6583 -1.5632 2.7055
H 1.6843 3.1328 -2.7755
H 3.0403 3.8038 3.1195
H -1.2067 -0.4702 -1.7425
H -3.0977 1.2448 0.3405
H 3.9223 3.2068 1.6755
H 0.8373 -3.7132 2.2805
H -2.6737 4.3338 4.6525
H -0.3297 -4.0962 -1.8115
H -2.3227 1.4058 -2.2215
H -1.0117 4.0408 4.0815
H -1.8827 3.8458 0.7375
H 1.2943 2.3018 3.6305
H 0.9513 1.5458 -2.8595
H 1.9103 2.1458 0.8385
H -4.5567 -1.7132 -0.0715
H -0.2917 -2.4232 -3.4925
H 0.9193 -5.0492 1.1535
H 3.7143 2.1498 -2.5745
H 4.3743 -0.4042 1.4005
H -4.2127 2.7458 4.1145
H 0.8403 -1.0112 0.9685
H 1.7243 -3.0962 -1.2355
H 1.0063 -1.6222 3.1825
H -3.3337 4.8648 0.8045

---

If we sort the structures by their calculated energies, the order from most to least stable is B, A.